This record from the Open Molecules 2025 dataset describes a structure of composition C14H18N2O3S2. The level of theory is the ωB97M-V functional and the def2-TZVPD basis.

```
39
Properties=species:S:1:pos:R:3:forces:R:3
O -3.822068 2.310505 -4.504687 2.8 0.8 -3.4
N -4.437743 2.258011 -3.513021 1.0 -1.1 2.4
O -5.612357 2.065081 -3.516872 -2.1 0.1 1.7
C -3.576543 2.232363 -2.248720 2.6 1.9 -0.9
C -2.115093 2.525035 -2.213679 -1.5 -2.8 -3.2
C -1.430228 2.292630 -1.039485 -9.6 0.7 0.1
C -2.111319 2.048994 0.268655 8.7 3.3 -6.9
C -3.348248 2.083552 0.087334 -6.2 -1.9 3.0
C -4.087831 2.052740 -1.056008 -6.2 -0.2 -0.2
H -5.294837 1.956907 -0.982950 3.1 0.1 0.0
H -3.861349 1.772767 0.942962 -1.6 0.3 1.6
C -1.101754 2.083437 1.278302 -3.1 2.7 4.5
O -1.859222 3.104142 2.427625 -8.0 1.3 -14.4
H -1.363246 2.925812 3.018817 10.0 -3.2 12.8
C -1.091129 0.736316 1.828282 -1.4 -4.1 4.2
H -1.677004 0.435418 2.913033 1.6 1.9 -2.5
H -1.735031 0.007415 1.287014 0.9 0.5 -0.4
S 0.495780 0.007858 2.142121 0.5 -0.6 -2.5
C 0.849566 -0.611865 0.311345 0.5 -1.5 1.8
N 2.089541 -1.199453 0.298630 0.5 3.0 0.6
C 3.221179 -1.086126 1.338894 -5.2 -7.0 -2.0
H 2.827787 -0.732779 2.190341 -1.0 2.0 2.8
C 3.328118 -2.676748 1.695580 0.6 2.0 3.0
C 3.709502 -3.608348 0.605406 1.3 15.9 -6.0
C 2.906915 -3.182935 -0.758725 -6.1 -0.8 9.9
C 2.482919 -1.767981 -0.941596 9.0 -1.7 2.7
H 1.745104 -1.597681 -1.498554 -5.3 0.6 -5.4
H 3.491908 -1.407674 -1.410874 -1.7 1.0 0.9
H 3.044874 -3.929167 -1.338660 1.2 -3.9 -5.4
H 1.700326 -3.716721 -0.178673 2.6 1.2 -1.9
H 3.890547 -4.479598 0.754398 1.7 -10.6 1.7
H 4.836818 -3.002152 0.218477 -2.3 -2.2 1.3
H 4.074372 -2.633548 2.516018 0.1 -0.5 -0.4
H 2.424914 -2.904602 2.311022 0.1 -0.1 -1.0
H 4.077588 -0.714866 1.010028 3.5 1.9 -1.8
S -0.317169 -0.873167 -0.879933 0.7 0.9 1.4
H -0.152995 2.607211 1.087114 -0.5 -0.6 -0.2
H -0.517884 2.226959 -1.138908 9.3 -0.4 -0.5
H -1.684710 2.392259 -3.310053 -0.2 1.0 2.6
```
Forces are in eV/Å.

As for the energy relative to the best compared isomer or geometry (same formula, charge and spin): 393.67 kcal per mole. The LUMO energy is -0.13 eV. The calculation puts the HOMO energy at -8.858 eV. As for the HOMO-LUMO gap: 8.72 eV.



This record from the Open Molecules 2025 dataset describes a cluster of 2 separate species, C2H8S2 in total. The level of theory is the ωB97M-V functional and the def2-TZVPD basis.

```
12
Properties=species:S:1:pos:R:3:forces:R:3
C -0.294210 -3.077139 3.297749 -0.7 -0.6 -1.8
S 0.801430 -2.384629 4.472048 0.9 0.8 1.1
H -0.378330 -4.165859 3.453329 0.1 0.5 -0.1
H 0.215710 -2.897499 2.336339 -0.6 -0.5 0.1
H -1.309710 -2.650139 3.242548 0.5 -0.1 0.3
H 1.313890 -1.428329 3.668699 -0.1 -0.2 0.3
C -5.012538 -1.750759 1.829309 -0.6 -0.1 -0.3
S -4.186918 -2.798339 3.072999 0.1 0.1 0.0
H -4.651788 -1.893709 0.796820 0.0 0.0 0.6
H -4.844918 -0.699530 2.118159 0.0 -0.6 0.0
H -6.096358 -1.954029 1.854599 0.5 0.2 0.0
H -4.529518 -4.036998 2.659649 -0.1 0.4 -0.2
```
Forces are in eV/Å.

As for the energy relative to the best compared isomer or geometry (same formula, charge and spin): 11.74 kcal per mole. The LUMO energy is 0.83 eV. Its SMILES is CS.CS. The calculation puts the HOMO energy at -8.749 eV. As for the HOMO-LUMO gap: 9.58 eV.



This record from the Open Molecules 2025 dataset describes a structure of composition C32H38N5O4RuS. The level of theory is the ωB97M-V functional and the def2-TZVPD basis.

```
81
Properties=species:S:1:pos:R:3:forces:R:3
Ru 0.042837 1.624546 -0.208667 0.1 -1.2 -0.1
C 1.266037 -1.151354 0.796433 -0.1 0.1 0.0
C 2.640537 -0.753654 0.277933 -0.3 0.3 0.0
C 3.008137 0.711246 0.512233 0.4 -0.5 0.3
N 2.076337 1.665546 -0.064067 -0.6 0.2 0.1
C 2.551637 2.896246 -0.315467 0.5 0.3 -0.5
C 3.728737 3.384946 0.283733 -0.3 0.0 -0.1
C 4.408437 4.581046 0.116033 0.0 0.1 0.0
C 4.254437 5.548846 -0.857467 -0.2 -0.1 -0.2
C 3.339137 5.519146 -1.909867 0.5 0.1 0.2
C 2.254737 4.699346 -2.077067 -0.4 -0.5 0.3
C 1.719437 3.683846 -1.231267 0.9 0.5 0.0
N 0.472737 3.264746 -1.339367 -0.5 -1.6 0.8
C -0.482763 3.969146 -2.162967 -0.7 0.3 -0.1
C -1.883363 3.982346 -1.539967 0.2 -0.1 0.0
C -2.435763 2.577346 -1.285067 -0.2 0.6 -0.8
N -1.861063 1.987546 -0.111767 -1.0 0.1 0.7
C -2.544963 1.710846 0.989533 0.5 -0.6 -0.2
C -3.840563 2.214946 1.230633 -0.4 0.0 0.3
C -4.747663 1.917646 2.225833 0.3 0.2 -0.4
C -4.668563 0.948046 3.215633 0.5 -0.5 0.3
C -3.579763 0.129246 3.510233 -1.1 0.3 0.1
C -2.302863 0.151346 2.998133 0.8 0.5 -0.8
C -1.748563 0.941546 1.958533 -1.7 0.1 0.9
N -0.449463 0.988646 1.714833 1.1 0.3 -2.7
C 0.524537 0.480146 2.650033 0.6 0.0 0.3
C 1.011437 -0.934754 2.288633 -0.2 0.1 -0.3
H 1.122137 -2.207854 0.573233 -0.1 0.1 -0.1
H 0.516137 -0.600254 0.209733 0.2 -0.7 0.2
H 2.672737 -0.960054 -0.793267 0.1 0.0 0.0
H 3.406137 -1.366154 0.759833 0.1 0.0 0.0
H 3.997337 0.870046 0.061733 -0.2 0.1 0.2
H 3.101537 0.874346 1.595833 0.1 0.1 -0.1
H 4.129437 2.766146 1.073733 0.0 -0.1 0.0
H 5.213337 4.747246 0.820233 0.0 0.0 0.0
H 4.949137 6.375946 -0.836867 0.1 0.0 0.0
H 3.490437 6.260946 -2.683367 0.0 0.0 0.0
H 1.697037 4.865246 -2.987167 -0.1 0.1 0.0
H -0.524663 3.488046 -3.149467 0.0 0.1 0.1
H -0.180563 5.013946 -2.296967 0.0 -0.2 0.0
H -2.541263 4.497346 -2.241867 0.0 0.0 0.0
H -1.866463 4.547446 -0.601667 0.0 0.1 -0.1
H -2.168263 1.933746 -2.142267 -0.2 0.2 0.4
H -3.529363 2.589946 -1.248367 0.2 0.0 0.0
H -4.159163 2.984646 0.542333 0.0 0.0 0.0
H -5.660663 2.496746 2.198433 -0.1 0.0 0.0
H -5.549763 0.817446 3.828933 0.0 0.0 0.0
H -3.742763 -0.597654 4.296533 0.0 0.0 0.0
H -1.633363 -0.577554 3.433933 0.1 0.1 0.0
H 0.115437 0.484546 3.667933 0.1 0.1 -0.1
H 1.351737 1.198746 2.638733 -0.1 -0.2 0.1
H 0.246037 -1.648454 2.598633 0.1 0.0 0.0
H 1.918237 -1.140654 2.859333 0.0 0.0 0.2
C 3.028437 -5.356554 -2.488467 0.0 0.0 0.0
C 1.881037 -5.177554 -1.549067 -0.1 0.1 0.1
C 0.567437 -5.334454 -1.978967 0.0 0.0 0.1
C -0.490363 -5.112154 -1.114067 0.0 -0.1 -0.2
C -0.230563 -4.729254 0.185933 -0.3 0.2 0.3
C 1.066137 -4.612254 0.648833 0.1 -0.1 0.1
C 2.119137 -4.834554 -0.220667 -0.2 0.0 0.0
S -1.583763 -4.273054 1.246733 -0.9 0.7 -0.6
O -2.283563 -5.405854 1.758133 -0.1 -0.3 -0.1
O -1.106663 -3.276454 2.176633 0.2 -0.2 -0.1
N -2.605563 -3.535154 0.138733 0.5 -0.8 0.9
C -2.342763 -2.159154 -0.191067 0.4 0.3 -0.6
C -2.322563 -1.961754 -1.709267 0.4 0.7 0.3
C -1.813563 -0.533054 -2.056867 -2.5 -1.0 -0.8
O -2.513163 0.140946 -2.797267 0.1 0.3 -0.3
O -0.725263 -0.212854 -1.513567 3.0 1.9 2.1
H 2.678137 -5.585354 -3.489767 0.1 0.0 -0.1
H 3.672837 -6.163354 -2.144367 0.1 -0.1 -0.1
H 3.625237 -4.446754 -2.527167 0.1 0.0 -0.1
H 0.372137 -5.610554 -3.004467 0.0 -0.1 -0.1
H -1.512663 -5.220654 -1.438267 -0.1 0.0 -0.1
H 1.231437 -4.338354 1.678633 0.1 0.1 0.1
H 3.137137 -4.722154 0.123133 0.1 0.0 0.1
H -3.567663 -3.815554 0.221733 -0.1 -0.3 0.2
H -1.358163 -1.936454 0.225733 -0.1 0.3 -0.1
H -3.074263 -1.484754 0.274233 0.1 -0.1 0.0
H -3.322763 -2.070754 -2.128467 0.1 0.0 -0.1
H -1.650163 -2.684554 -2.169967 0.0 -0.1 0.1
```
Forces are in eV/Å.

The LUMO energy (spin up / spin down) is -5.38 / -5.29 eV. The calculation puts the HOMO energy (spin up / spin down) at -10.474 / -10.448 eV. As for the total charge: +1. As for the HOMO-LUMO gap (spin up / spin down): 5.09 / 5.16 eV.



This record from the Open Molecules 2025 dataset describes a structure of composition C13H6Cl3CoNO5S4. The level of theory is the ωB97M-V functional and the def2-TZVPD basis.

```
33
Properties=species:S:1:pos:R:3:forces:R:3
Co 0.003057 -0.421209 -0.298781 0.1 0.3 0.4
O -2.425737 2.668112 0.651394 -0.4 -0.1 -0.1
C -1.820039 1.549523 0.081453 0.2 0.2 -0.6
O -1.078724 0.849421 0.874073 -0.1 -0.6 0.0
C -1.170153 1.885688 -1.227438 0.4 0.2 -0.1
C -1.453581 2.878536 -2.156181 0.0 -0.1 0.0
C -0.739240 2.873847 -3.343503 0.0 0.0 0.0
C 0.224179 1.899231 -3.601581 0.0 0.0 0.0
C 0.452939 0.948737 -2.630983 0.1 0.1 0.0
N -0.211333 1.000818 -1.481520 -0.1 0.1 -0.1
C 1.425410 -0.227679 -2.668529 -0.1 -0.1 0.0
O 2.203390 -0.337524 -3.608437 0.0 0.0 0.0
O 1.308469 -1.002617 -1.649645 0.0 0.0 -0.1
H -2.682349 2.373129 1.532992 0.0 0.0 0.0
H -2.238659 3.594378 -1.961242 0.0 0.0 0.0
H -0.953686 3.625549 -4.093780 0.0 0.0 0.0
H 0.766191 1.843286 -4.534189 0.0 0.0 0.0
Cl 3.151599 -1.962441 6.073030 0.0 0.0 0.0
C 2.298815 -1.928908 4.539425 0.0 0.0 0.0
C 2.553664 -0.917012 3.632344 0.0 0.0 0.0
C 1.875632 -0.902635 2.430190 0.0 0.0 0.0
Cl 2.236515 0.362840 1.291389 0.0 0.0 0.0
C 0.906409 -1.873288 2.049614 0.1 0.0 0.0
O 0.281227 -1.886661 0.944475 -0.2 -0.1 0.0
C 0.710417 -2.882322 3.037621 0.0 0.0 0.0
Cl -0.444719 -4.132662 2.684699 0.0 0.0 0.0
C 1.376517 -2.918577 4.244337 0.0 0.0 0.0
H 3.276867 -0.143721 3.850770 0.0 0.0 0.0
H 1.172743 -3.713726 4.947784 0.0 0.0 0.0
S -1.847787 -1.267439 -3.317735 0.0 0.1 0.4
S -3.587628 -0.989613 -4.302990 -0.1 -0.1 0.0
S -3.327185 0.406560 -0.811424 0.0 0.5 0.8
S -2.243218 -1.251614 -1.177647 -0.1 -0.5 -0.6
```
Forces are in eV/Å.

As for the energy relative to the best compared isomer or geometry (same formula, charge and spin): 0.00 kcal per mole. The LUMO energy (spin up / spin down) is 4.06 / 4.06 eV. Its expectation value of S² is 0.762. The spin multiplicity is 2. The calculation puts the HOMO energy (spin up / spin down) at -0.656 / -0.660 eV. As for the total charge: -2. As for the HOMO-LUMO gap (spin up / spin down): 4.72 / 4.72 eV.



This record from the Open Molecules 2025 dataset describes a cluster of 3 separate species, C2H10NO2S in total. The level of theory is the ωB97M-V functional and the def2-TZVPD basis.

```
16
Properties=species:S:1:pos:R:3:forces:R:3
C 0.081182 -0.151629 -0.477457 -0.9 -0.4 -0.4
C 1.233881 0.672764 -1.049325 -0.1 -0.4 0.4
S 0.965378 1.280133 -2.712598 0.1 0.0 0.1
N -1.201324 0.586447 -0.439106 0.5 0.0 -0.5
H -0.137446 -1.025225 -1.101948 0.4 0.1 0.0
H 0.299028 -0.576880 0.506520 0.2 0.3 0.1
H 1.374539 1.519302 -0.365661 0.2 0.2 -0.3
H 2.173675 0.107740 -1.047406 0.0 0.1 0.0
H -1.006288 1.564947 -0.228944 -0.2 -0.1 0.2
H -1.494442 0.602722 -1.416917 -0.3 0.1 0.3
H -2.379411 -1.818841 0.885828 -0.4 0.0 0.0
H -3.404148 -0.832502 0.391383 0.1 0.0 0.0
O -3.334339 -1.725524 0.749085 0.4 0.0 0.0
H 2.381325 0.086529 2.878812 -0.1 0.2 -0.1
H 2.009838 0.112110 1.373379 -0.1 0.3 0.0
O 2.438553 -0.402094 2.054353 0.3 -0.5 0.1
```
Forces are in eV/Å.

As for the energy relative to the best compared isomer or geometry (same formula, charge and spin): 5.06 kcal per mole. The LUMO energy (spin up / spin down) is 0.54 / -2.43 eV. Its expectation value of S² is 0.753. The spin multiplicity is 2. The calculation puts the HOMO energy (spin up / spin down) at -9.880 / -9.493 eV. As for the HOMO-LUMO gap (spin up / spin down): 10.42 / 7.07 eV.



E per entry: -1675.32517; -877.34002; -2309.67319; -5286.24506; -685.56056 hartree